[1]
{"formula": "C7H21CuIOP2", "method": "the ωB97M-V functional and the def2-TZVPD basis", "species": ["Cu", "H", "H", "P", "P", "C", "H", "H", "H", "C", "H", "H", "H", "C", "H", "H", "H", "C", "H", "H", "H", "C", "H", "H", "H", "C", "H", "H", "H", "C", "O", "H", "I"], "positions_angstrom": [[0.882, 0.225, 0.650], [-3.840, -0.426, 2.200], [-3.875, 0.320, 2.243], [0.030, -2.366, -0.415], [0.340, 2.200, -0.049], [1.482, 3.489, 0.517], [1.156, 4.472, 0.147], [1.496, 3.486, 1.611], [2.490, 3.266, 0.144], [0.190, 2.567, -1.824], [-0.715, 2.078, -2.212], [0.110, 3.655, -1.973], [1.069, 2.192, -2.357], [-1.312, 2.708, 0.509], [-1.415, 2.458, 1.567], [-1.456, 3.784, 0.353], [-2.064, 2.152, -0.069], [0.151, -2.834, -2.131], [0.083, -3.921, -2.279], [-0.656, -2.327, -2.676], [1.108, -2.462, -2.519], [1.333, -3.097, 0.566], [1.156, -2.830, 1.611], [1.355, -4.190, 0.464], [2.301, -2.671, 0.274], [-1.599, -2.725, 0.212], [-2.348, -2.158, -0.359], [-1.804, -3.803, 0.141], [-1.637, -2.393, 1.259], [2.614, 0.174, 0.891], [3.737, 0.074, 1.167], [0.111, -0.918, -0.423], [-0.473, -0.178, 2.761]], "atomic_forces_ev_per_a": [[-1.074, 0.598, 0.003], [-0.065, 0.283, 0.012], [-0.044, -0.276, -0.036], [-0.475, -0.540, 0.057], [-0.698, 0.051, -0.454], [-0.113, 0.410, -0.033], [0.186, -0.139, 0.160], [0.080, 0.023, -0.146], [-0.224, 0.054, 0.120], [0.067, 0.328, -0.270], [0.323, 0.099, 0.048], [-0.039, -0.290, -0.112], [-0.184, 0.066, 0.005], [-0.020, 0.453, 0.029], [-0.105, 0.053, -0.107], [-0.113, -0.136, 0.050], [0.222, 0.109, 0.232], [0.074, -0.284, -0.396], [0.033, 0.329, -0.037], [0.151, -0.182, 0.087], [-0.133, -0.114, 0.041], [0.101, -0.230, 0.147], [-0.030, 0.037, -0.060], [-0.059, 0.267, -0.060], [-0.203, 0.012, -0.063], [-0.326, -0.627, 0.169], [0.249, -0.152, 0.100], [-0.129, 0.299, 0.070], [0.015, -0.071, -0.229], [2.766, -0.679, 0.787], [-0.451, 0.159, -0.360], [0.338, 0.440, -0.096], [-0.120, -0.352, 0.343]], "nbo_charge": [0.578, -0.007, 0.006, 1.274, 0.777, -0.957, 0.216, 0.253, 0.245, -0.955, 0.233, 0.217, 0.237, -0.956, 0.265, 0.216, 0.236, -0.973, 0.253, 0.257, 0.260, -0.987, 0.296, 0.252, 0.277, -0.988, 0.259, 0.244, 0.304, 0.085, -0.542, -0.131, -0.742], "max_force_ha_per_bohr": 0.057, "spin_multiplicity": 2, "s2": 0.758, "energy_ev": -80963.37844}

---

[2]
{"formula": "C7H21N7O14", "method": "the ωB97M-V functional and the def2-TZVPD basis", "species": ["C", "N", "O", "O", "H", "H", "H", "C", "N", "O", "O", "H", "H", "H", "C", "N", "O", "O", "H", "H", "H", "C", "N", "O", "O", "H", "H", "H", "C", "N", "O", "O", "H", "H", "H", "C", "N", "O", "O", "H", "H", "H", "C", "N", "O", "O", "H", "H", "H"], "positions_angstrom": [[-2.334, 4.850, 1.994], [-1.987, 6.100, 2.663], [-2.647, 7.109, 2.516], [-1.017, 6.003, 3.421], [-2.593, 4.141, 2.781], [-1.414, 4.469, 1.552], [-3.088, 5.043, 1.231], [-8.211, -2.096, -0.868], [-7.083, -1.141, -0.694], [-6.758, -0.547, -1.735], [-6.681, -1.055, 0.470], [-7.941, -3.000, -0.321], [-8.333, -2.370, -1.915], [-9.125, -1.576, -0.583], [-0.612, -0.036, -7.623], [0.715, -0.221, -7.101], [1.614, 0.586, -7.444], [0.879, -1.170, -6.322], [-1.099, 0.633, -6.914], [-1.089, -1.013, -7.691], [-0.460, 0.419, -8.602], [9.160, -0.604, -1.392], [7.841, -0.283, -2.019], [6.890, -0.985, -1.645], [7.812, 0.663, -2.831], [9.915, -0.790, -2.157], [9.064, -1.455, -0.719], [9.386, 0.286, -0.805], [-3.319, -10.209, -2.602], [-1.912, -10.316, -2.988], [-1.564, -9.813, -4.072], [-1.098, -10.748, -2.176], [-3.910, -10.434, -3.490], [-3.416, -9.212, -2.172], [-3.507, -10.979, -1.853], [5.160, -11.495, 1.361], [5.324, -12.618, 0.387], [6.337, -13.279, 0.427], [4.446, -12.938, -0.412], [6.098, -11.042, 1.682], [4.712, -11.858, 2.286], [4.509, -10.728, 0.942], [0.246, -2.466, -0.124], [-0.124, -3.885, -0.409], [-1.102, -4.110, -1.168], [0.608, -4.756, 0.129], [-0.654, -1.852, -0.085], [0.929, -2.168, -0.918], [0.684, -2.462, 0.875]], "atomic_forces_ev_per_a": [[0.072, -0.514, -0.735], [1.091, 0.674, 1.595], [0.137, -0.602, -0.286], [-0.761, 0.331, -0.659], [-0.401, 0.158, -0.190], [-0.092, 0.148, -0.083], [-0.051, -0.198, 0.357], [-0.049, -0.580, -0.641], [-0.728, -0.144, -0.605], [0.436, -0.332, 2.448], [0.304, 0.708, -2.075], [-0.479, 0.323, 0.353], [0.345, 0.301, 0.012], [0.181, -0.268, 0.508], [-0.548, 0.259, -0.804], [3.338, -0.369, 1.110], [-2.012, -1.698, 0.743], [-0.050, 1.485, -1.090], [-0.254, -0.064, -0.268], [-0.031, 0.279, 0.144], [-0.446, 0.108, 0.169], [0.024, 0.274, 0.352], [-0.816, 0.000, -0.580], [1.190, 1.482, -0.962], [-0.212, -2.033, 1.670], [-0.244, 0.236, -0.010], [-0.248, 0.101, -0.302], [0.302, -0.058, -0.162], [-0.307, -0.861, 0.156], [2.846, 1.082, -0.895], [-1.045, -0.936, 1.364], [-1.166, 0.006, -0.539], [-0.045, 0.572, 0.145], [-0.339, -0.097, -0.279], [0.065, 0.239, 0.048], [-0.469, 0.697, 0.318], [-0.301, -1.674, -1.244], [0.999, 0.540, 0.942], [-0.289, 1.612, 1.105], [0.225, -0.433, -0.638], [-0.196, -0.438, -0.321], [0.031, -0.307, -0.166], [-0.393, -0.165, 0.414], [-0.476, -2.060, -0.321], [2.515, 0.459, 1.949], [-1.983, 1.892, -1.478], [0.048, -0.202, -0.436], [-0.042, 0.095, 0.231], [0.326, -0.028, -0.365]], "nbo_charge": [-0.487, 0.523, -0.356, -0.393, 0.244, 0.238, 0.232, -0.487, 0.525, -0.369, -0.365, 0.232, 0.227, 0.237, -0.479, 0.508, -0.379, -0.367, 0.242, 0.239, 0.237, -0.483, 0.517, -0.366, -0.371, 0.237, 0.232, 0.234, -0.480, 0.512, -0.382, -0.363, 0.236, 0.245, 0.231, -0.493, 0.520, -0.368, -0.374, 0.237, 0.240, 0.238, -0.479, 0.508, -0.369, -0.371, 0.231, 0.245, 0.234], "max_force_ha_per_bohr": 0.069, "de_lowest_ev": 2.054, "spin_multiplicity": 1}

---

[3]
{"formula": "C7H22AgBrN5O4", "method": "the ωB97M-V functional and the def2-TZVPD basis", "species": ["Ag", "C", "O", "H", "H", "H", "Br", "C", "C", "C", "O", "C", "N", "H", "H", "H", "H", "H", "H", "H", "H", "H", "H", "H", "C", "O", "N", "N", "H", "H", "H", "H", "C", "O", "N", "N", "H", "H", "H", "H"], "positions_angstrom": [[12.362, 7.172, -2.372], [13.110, 9.004, -4.173], [11.989, 8.356, -3.645], [13.767, 8.300, -4.683], [12.779, 9.736, -4.910], [13.652, 9.622, -3.458], [11.207, 8.543, -0.934], [14.532, 7.626, -1.220], [14.380, 6.755, -2.419], [15.713, 6.117, -2.773], [15.624, 5.503, -4.089], [16.350, 4.226, -4.157], [13.366, 5.802, -2.135], [14.851, 7.016, -0.374], [13.556, 8.049, -0.983], [15.407, 8.268, -1.324], [14.053, 7.395, -3.239], [16.004, 5.386, -2.019], [16.453, 6.905, -2.913], [15.533, 3.558, -3.881], [17.159, 4.121, -3.435], [16.746, 4.078, -5.161], [13.679, 5.372, -1.277], [13.171, 5.002, -2.720], [12.999, 5.688, -5.061], [13.002, 4.543, -5.153], [11.879, 6.398, -4.981], [14.005, 6.450, -5.201], [11.053, 5.817, -4.996], [11.856, 7.349, -4.641], [13.926, 7.402, -4.874], [14.947, 6.094, -5.120], [10.457, 5.506, -1.910], [11.505, 5.708, -2.455], [9.688, 4.551, -2.271], [10.045, 6.027, -0.800], [8.782, 4.363, -1.867], [9.886, 4.261, -3.218], [9.200, 5.571, -0.488], [10.249, 6.985, -0.556]], "atomic_forces_ev_per_a": [[-2.387, 15.776, 3.654], [-2.200, 1.658, -0.013], [-0.466, 8.736, -7.372], [-0.210, 4.052, 0.641], [0.143, 0.171, -0.680], [0.425, -0.194, 0.559], [-2.016, 5.120, 3.733], [2.026, -0.137, 1.378], [4.852, -0.235, -0.958], [0.224, 0.571, -1.296], [4.494, -2.994, 3.244], [-1.418, 0.807, 0.432], [13.015, -11.328, 3.717], [-0.166, -0.404, 0.379], [1.042, 0.914, 0.499], [-0.354, 0.723, -0.196], [1.745, -0.415, 0.269], [0.054, -0.122, 0.080], [0.430, 0.076, 0.479], [0.473, -0.812, -0.386], [0.088, 0.361, 0.059], [-0.312, -0.004, 0.010], [0.083, -0.635, 0.879], [0.751, 0.182, -0.873], [-3.275, 5.235, -0.793], [0.457, -9.682, -0.283], [-2.985, -1.983, -2.061], [3.837, 3.486, -2.620], [0.088, 0.335, 0.259], [-0.664, 0.928, 0.297], [0.321, -3.081, -1.470], [-1.061, 0.280, -0.798], [0.505, 0.191, 1.498], [-12.431, -13.208, -2.828], [-3.139, -5.047, -3.570], [-1.936, -0.079, 3.383], [0.139, 0.141, -0.372], [-0.350, -0.565, 0.167], [0.067, 0.751, 0.442], [0.111, 0.436, 0.508]], "nbo_charge": [0.928, -0.204, -0.937, 0.079, 0.153, 0.154, -0.734, -0.654, -0.198, -0.064, -0.583, -0.261, -0.874, 0.181, 0.266, 0.201, 0.240, 0.164, 0.166, 0.206, 0.165, 0.188, 0.334, 0.416, 0.745, -0.726, -0.881, -0.825, 0.353, 0.413, 0.321, 0.414, 0.759, -0.743, -0.825, -0.844, 0.364, 0.398, 0.344, 0.400], "max_force_ha_per_bohr": 0.357, "total_charge": -1, "de_lowest_ev": 16.110, "spin_multiplicity": 1}